Entry 1:
# C5H10NO

An isolated ion of composition C5H10NO and charge -1 (wB97M-V/def2-TZVPD, the Open Molecules 2025 dataset).

* SMILES string: [O-]C[C@H]1CCCN1
* total charge: -1
* orbital gap: 6.27 eV
* lowest unoccupied orbital energy: 4.0 eV

The geometry in XYZ format:
```
17
C5H10NO, DFT wB97M-V/def2-TZVPD
O -2.752 -0.158 -1.375
C -2.009 -0.172 -0.196
C -0.522 -0.564 -0.291
C 0.294 0.572 -0.927
C 1.730 0.293 -0.360
C 1.246 0.005 1.112
N 0.034 -0.796 1.018
H -1.990 0.776 0.470
H -2.387 -0.966 0.513
H -0.512 -1.402 -0.989
H 0.190 0.391 -2.031
H -0.185 1.431 -0.603
H 2.205 -0.607 -0.826
H 2.396 1.108 -0.383
H 1.959 -0.438 1.673
H 1.034 0.942 1.573
H -0.732 -0.416 1.622
```

Atomic partial charges in e from the natural (NBO) method, atoms 1 to 5: atom 1 (O): -0.9547, atom 2 (C): -0.0164, atom 3 (C): -0.0863, atom 4 (C): -0.4246, atom 5 (C): -0.4127

Entry 2:
# C5H10NO

One molecule with the formula C5H10NO (wB97M-V/def2-TZVPD, the Open Molecules 2025 dataset).

* ⟨S²⟩: 0.756
* 2S+1: 2
* total charge: 0
* orbital gap (alpha / beta): 5.31 / 7.66 eV
* lowest unoccupied orbital energy (alpha / beta): 0.6 / 0.3 eV

The geometry in XYZ format:
```
17
C5H10NO, DFT wB97M-V/def2-TZVPD
O -1.390 -0.125 1.578
C -0.258 -0.491 1.749
C 0.952 0.198 1.199
C 0.681 1.324 0.219
C 0.210 1.034 -1.194
C 0.220 -0.146 -1.905
N -0.423 -1.418 -1.244
H -0.114 -1.392 2.367
H 1.679 -0.501 0.773
H 1.451 0.631 2.064
H 1.606 1.918 0.147
H 0.018 2.047 0.660
H -0.226 1.957 -1.595
H 0.326 -0.297 -2.977
H -1.188 -1.033 -0.697
H -0.825 -2.054 -1.954
H 0.193 -1.997 -0.684
```

Atomic partial charges in e from the natural (NBO) method, atoms 1 to 5: atom 1 (O): -0.5358, atom 2 (C): 0.4315, atom 3 (C): -0.5336, atom 4 (C): -0.4325, atom 5 (C): -0.3773

Entry 3:
# C5H10NO

A 2-piece molecular cluster, C5H10NO overall (wB97M-V/def2-TZVPD, the Open Molecules 2025 dataset).

* ⟨S²⟩: 0.764
* 2S+1: 2
* total charge: 0
* orbital gap (alpha / beta): 6.47 / 9.66 eV
* lowest unoccupied orbital energy (alpha / beta): 0.9 / 0.9 eV

The geometry in XYZ format:
```
17
C5H10NO, DFT wB97M-V/def2-TZVPD
C 1.269 -0.608 -1.389
C 0.725 -0.153 -2.557
C 0.816 -1.917 0.580
N 0.424 -1.384 -0.528
H 2.253 -0.523 -0.977
H -0.244 -0.546 -2.928
H 1.336 0.484 -3.105
H 0.239 -2.595 1.176
H 1.825 -1.696 0.998
H -0.547 -1.489 -0.844
C -1.591 0.709 1.822
C -0.787 1.680 1.364
O -1.049 2.325 0.182
H -1.482 0.111 2.694
H -2.503 0.413 1.256
H 0.089 1.976 1.946
H -0.774 3.216 0.310
```

Atomic partial charges in e from the natural (NBO) method, atoms 1 to 5: atom 1 (C): -0.0007, atom 2 (C): -0.5020, atom 3 (C): -0.3020, atom 4 (N): -0.5520, atom 5 (H): 0.2021

Entry 4:
# C5H10NO

A 2-piece molecular cluster, C5H10NO overall (wB97M-V/def2-TZVPD, the Open Molecules 2025 dataset).

* total charge: +1
* orbital gap: 5.36 eV
* lowest unoccupied orbital energy: -8.0 eV

The geometry in XYZ format:
```
17
C5H10NO, DFT wB97M-V/def2-TZVPD
O 0.360 -2.431 -1.501
C -0.564 -1.677 -1.850
C -1.287 -0.485 -1.074
C -1.042 -0.433 0.459
C 0.243 0.300 0.806
C 1.137 0.770 -0.050
N 0.491 0.359 2.432
H -0.929 -1.850 -2.958
H -1.064 0.575 -1.329
H -2.354 -0.494 -1.337
H -0.944 -1.419 1.045
H -1.774 0.436 0.768
H 2.084 0.296 0.030
H 1.016 1.857 -0.266
H 3.358 2.058 -0.255
H -0.119 1.186 2.605
H 1.387 0.955 2.475
```

Atomic partial charges in e from the natural (NBO) method, atoms 1 to 5: atom 1 (O): -0.4913, atom 2 (C): 0.4241, atom 3 (C): -0.5276, atom 4 (C): -0.5192, atom 5 (C): 0.5582

Entry 5:
# C5H10NO

An isolated ion of composition C5H10NO and charge +1 (wB97M-V/def2-TZVPD, the Open Molecules 2025 dataset).

* SMILES string: [NH3+]/C=C\CCC=O
* total charge: +1
* orbital gap: 10.14 eV
* lowest unoccupied orbital energy: -4.1 eV

The geometry in XYZ format:
```
17
C5H10NO, DFT wB97M-V/def2-TZVPD
N 0.957 0.366 -1.458
C 0.409 -0.993 -1.312
C 0.396 -1.555 -0.066
C -0.273 -1.070 1.111
C -1.144 0.313 0.824
C -0.281 1.716 0.762
O 0.902 1.760 0.954
H 1.188 0.775 -0.516
H 1.764 0.515 -2.069
H 0.225 1.068 -1.687
H 0.345 -1.467 -2.277
H 0.494 -2.638 -0.164
H -1.010 -1.745 1.532
H 0.427 -0.647 1.892
H -1.962 0.333 0.068
H -1.655 0.556 1.802
H -0.781 2.712 0.604
```

Atomic partial charges in e from the natural (NBO) method, atoms 1 to 5: atom 1 (N): -0.7301, atom 2 (C): -0.0781, atom 3 (C): -0.1109, atom 4 (C): -0.4725, atom 5 (C): -0.5306

Entry 6:
# C5H10NO

An isolated ion of composition C5H10NO and charge +1 (wB97M-V/def2-TZVPD, the Open Molecules 2025 dataset).

* SMILES string: C=C([NH3+])CCC=O
* total charge: +1
* orbital gap: 11.13 eV
* lowest unoccupied orbital energy: -3.5 eV

The geometry in XYZ format:
```
17
C5H10NO, DFT wB97M-V/def2-TZVPD
C -2.065 -1.388 0.097
C -1.121 -0.616 -0.415
N 0.095 -1.231 -0.993
C -0.955 0.844 -0.009
C 0.158 1.035 1.021
C 1.567 1.207 0.484
O 2.181 0.268 0.006
H -2.054 -2.459 -0.056
H -2.898 -0.947 0.601
H -0.023 -2.241 -1.028
H 0.973 -0.974 -0.458
H 0.269 -0.889 -1.939
H -1.916 1.180 0.376
H -0.904 1.497 -0.890
H -0.032 1.938 1.600
H 0.168 0.200 1.718
H 2.039 2.186 0.551
```

Atomic partial charges in e from the natural (NBO) method, atoms 1 to 5: atom 1 (C): -0.3281, atom 2 (C): 0.1291, atom 3 (N): -0.7188, atom 4 (C): -0.4542, atom 5 (C): -0.5344

ΔE to the lowest compared entry with this formula, charge and spin, record by record: 0.694 2.125 1.523 11.346 3.381 1.367 eV
F_max, record by record: 4.26 1.21 5.29 7.24 5.56 1.92 eV/A